No. 1
{"formula": "C4H10NO", "method": "the ωB97M-V functional and the def2-TZVPD basis", "spin_multiplicity": 2, "s2": 0.754, "mol_weight_g_mol": 88.13, "gap_ev": [10.36, 7.80], "homo_ev": [-9.312, -9.312], "e_above_lowest_kj_mol": 83.1, "total_energy_ha": -288.295363, "elements": ["C", "N", "C", "C", "C", "O", "H", "H", "H", "H", "H", "H", "H", "H", "H", "H"], "xyz": [[0.565, -0.158, -2.129], [1.108, 0.425, -0.877], [0.846, -0.423, 0.281], [-0.615, -0.471, 0.755], [-0.926, 0.682, 1.745], [-2.198, 0.551, 2.168], [0.564, 0.534, -2.968], [-0.495, -0.419, -2.016], [1.090, -1.080, -2.339], [0.504, 1.232, -0.730], [1.418, 0.073, 1.069], [1.181, -1.424, 0.111], [-1.317, -0.407, -0.073], [-0.806, -1.407, 1.281], [-0.176, 0.683, 2.551], [-0.744, 1.608, 1.171]], "forces_ev_per_a": [[-0.6057, -0.1344, 0.7669], [-1.0375, 0.0934, -1.1174], [-0.3762, 1.2222, 0.4587], [-0.1462, -0.2953, 0.2566], [0.9168, 0.3034, -0.2295], [-0.2318, 0.0685, -0.0421], [0.6041, 0.0648, 0.0750], [-0.0383, -0.1948, 0.0033], [0.2780, -0.0622, -0.3449], [0.5188, 0.3556, 0.0632], [0.2356, -0.6176, 0.2630], [0.5125, -0.5282, -0.1415], [-0.0397, -0.0702, -0.0619], [-0.0339, -0.0539, -0.0465], [-0.1508, -0.2657, 0.1120], [-0.4057, 0.1145, -0.0150]]}



No. 2
{"formula": "C4H10NO", "method": "the ωB97M-V functional and the def2-TZVPD basis", "spin_multiplicity": 2, "s2": 0.755, "mol_weight_g_mol": 88.13, "gap_ev": [10.41, 7.60], "homo_ev": [-9.366, -9.360], "e_above_lowest_kj_mol": 93.7, "total_energy_ha": -288.291307, "elements": ["C", "N", "C", "O", "C", "C", "H", "H", "H", "H", "H", "H", "H", "H", "H", "H"], "xyz": [[0.173, 0.577, 0.127], [0.357, -0.885, 0.182], [-0.518, -1.449, 1.297], [-0.902, -0.634, 2.280], [0.736, 1.270, -1.118], [0.015, 0.953, -2.403], [-0.876, 0.912, 0.134], [0.598, 0.920, 1.075], [1.267, -1.164, 0.533], [-1.391, -1.894, 0.785], [0.076, -2.325, 1.609], [1.759, 0.859, -1.192], [0.890, 2.330, -0.892], [0.016, -0.118, -2.613], [-0.944, 1.467, -2.365], [0.418, 1.403, -3.312]], "forces_ev_per_a": [[0.0391, 0.4838, 0.1189], [-1.7671, -0.4161, 0.9911], [1.1036, 0.1703, -1.9783], [-0.0260, -0.5002, -0.0051], [2.2872, -1.0917, 0.6691], [-0.2733, 0.7847, -0.4473], [-0.0798, -0.9246, 0.3754], [0.0631, 0.8990, -0.3482], [0.4302, 0.7862, -0.5854], [-0.3489, 0.1585, 0.3771], [-0.4409, -0.0703, 0.6785], [-0.0204, 0.3125, -0.1963], [-0.4176, -0.0313, -0.2548], [-0.6151, 0.0860, 0.3193], [-0.6488, -0.7883, 0.0438], [0.7146, 0.1414, 0.2420]]}



No. 3
{"formula": "C4H10NO", "method": "the ωB97M-V functional and the def2-TZVPD basis", "spin_multiplicity": 1, "mol_weight_g_mol": 88.13, "gap_ev": 11.11, "homo_ev": -15.073, "e_above_lowest_kj_mol": 183.6, "total_charge": 1, "total_energy_ha": -288.093170, "elements": ["C", "C", "C", "C", "N", "O", "H", "H", "H", "H", "H", "H", "H", "H", "H", "H"], "xyz": [[2.757, 0.546, 0.127], [-1.364, 0.145, 0.122], [-1.464, 1.614, 0.044], [-0.294, -1.946, -0.171], [-0.317, -0.518, -0.184], [1.825, 0.963, -0.525], [3.813, 0.857, 0.138], [2.503, -0.185, 0.942], [-2.145, -0.477, 0.597], [-0.605, 2.084, -0.266], [-1.941, 2.023, 0.980], [-2.082, 1.676, -0.731], [-0.121, -2.213, -1.184], [0.209, -2.404, 0.642], [-1.352, -2.203, -0.147], [0.577, 0.035, -0.383]], "forces_ev_per_a": [[-0.7484, -0.6224, 1.7597], [0.6995, -0.4565, 1.6150], [-0.1606, -1.7106, 4.0325], [-2.4934, 0.0501, -0.9808], [0.6434, 1.5458, 0.4819], [1.1669, 0.3785, -0.5854], [-0.2977, 0.3415, -0.7435], [0.4468, 0.0624, -0.4656], [-0.1242, 0.6183, -0.7399], [2.2643, 1.0545, -0.2302], [0.5424, -0.2907, -1.1368], [-3.3338, 1.0634, -3.2429], [1.3500, -0.9016, -0.6054], [0.9438, -0.3441, 0.3433], [-0.1064, -0.4946, 0.6504], [-0.7924, -0.2940, -0.1523]]}



No. 4
{"formula": "C4H10NO", "method": "the ωB97M-V functional and the def2-TZVPD basis", "spin_multiplicity": 1, "mol_weight_g_mol": 88.13, "gap_ev": 12.33, "homo_ev": -15.836, "e_above_lowest_kj_mol": 285.1, "total_charge": 1, "total_energy_ha": -288.054488, "elements": ["C", "C", "N", "C", "C", "O", "H", "H", "H", "H", "H", "H", "H", "H", "H", "H"], "xyz": [[-0.472, -0.391, 1.986], [-0.308, -0.677, 0.485], [0.912, -1.011, -0.241], [0.132, 0.325, -0.429], [-0.369, 0.616, -1.802], [0.893, 1.581, 0.206], [-1.482, -0.725, 2.267], [-0.378, 0.758, 2.141], [0.371, -0.884, 2.701], [-1.181, -1.180, -0.007], [1.564, -0.898, 0.485], [1.270, -1.643, -1.049], [0.479, 0.829, -2.480], [-1.010, 1.395, -1.683], [-0.917, -0.331, -2.176], [0.495, 2.236, -0.406]], "forces_ev_per_a": [[2.2694, 0.4886, 1.3298], [-4.8735, -0.8462, -0.3679], [1.7441, 0.2985, -1.3435], [3.7196, 3.3137, 0.8914], [1.4969, -4.1349, -0.5126], [-2.6569, -3.4909, -2.4728], [0.6064, 0.0377, 0.1198], [-0.1764, -2.0742, -0.2917], [-2.1352, 0.9716, -1.8220], [0.7063, 0.0715, 0.9502], [2.1737, 0.1520, 0.5075], [-1.6471, 1.0175, 1.8312], [-0.5683, 0.0799, 0.3426], [-2.0891, 2.3124, -0.2566], [0.6675, 1.6735, 0.3716], [0.7627, 0.1293, 0.7232]]}



No. 5
{"formula": "C4H10NO", "method": "the ωB97M-V functional and the def2-TZVPD basis", "spin_multiplicity": 1, "mol_weight_g_mol": 88.13, "gap_ev": 8.17, "homo_ev": -13.596, "e_above_lowest_kj_mol": 379.8, "total_charge": 1, "total_energy_ha": -288.018426, "elements": ["C", "C", "C", "C", "N", "O", "H", "H", "H", "H", "H", "H", "H", "H", "H", "H"], "xyz": [[-0.862, -1.163, -0.383], [0.090, 1.118, 0.807], [0.449, 1.900, -0.364], [1.184, 0.303, 1.334], [-1.837, -1.633, -1.195], [0.180, -1.893, -0.199], [-0.846, 1.071, 1.260], [1.453, 1.683, -0.661], [0.248, 3.046, -0.208], [-0.137, 1.854, -1.211], [1.464, 0.442, 2.374], [2.000, 0.350, 0.664], [0.932, -0.708, 1.353], [-2.768, -1.080, -1.367], [-1.948, -2.604, -1.539], [0.398, -2.685, -0.666]], "forces_ev_per_a": [[-2.1672, 0.6640, -1.3364], [1.5658, -1.8428, -1.6111], [0.1525, 2.6805, 1.6009], [-0.1080, 1.1830, 0.4789], [-1.7795, 0.9603, 0.1459], [1.0305, 0.6674, 1.1814], [-1.4797, 0.5337, 0.7578], [0.5973, 0.3666, -0.0817], [0.7448, -1.7201, 0.3870], [-1.8829, -0.8225, -1.7397], [0.0029, 0.6426, 0.2507], [1.1817, 0.2737, -0.2152], [-0.9283, -1.7944, 0.0532], [2.8251, -1.1486, 0.7871], [0.6317, 0.6946, 0.3061], [-0.3867, -1.3380, -0.9649]]}



No. 6
{"formula": "C4H10NO", "method": "the ωB97M-V functional and the def2-TZVPD basis", "spin_multiplicity": 1, "mol_weight_g_mol": 88.13, "gap_ev": 9.54, "homo_ev": -14.189, "e_above_lowest_kj_mol": 173.9, "total_charge": 1, "total_energy_ha": -288.096855, "elements": ["C", "C", "C", "C", "N", "O", "H", "H", "H", "H", "H", "H", "H", "H", "H", "H"], "xyz": [[-0.754, -1.380, -0.962], [-0.624, -0.087, -0.338], [-1.464, 0.503, 0.669], [2.378, 0.914, 1.172], [0.537, 0.491, -0.735], [1.383, 1.518, 1.398], [-1.115, -2.111, -0.270], [0.178, -1.681, -1.447], [-2.517, 0.464, 0.454], [-1.253, 1.561, 0.839], [-1.316, -0.162, 1.501], [2.269, -0.161, 0.794], [3.356, 1.480, 1.501], [0.952, -0.037, -1.499], [0.779, 1.460, -0.568], [-1.486, -1.367, -1.760]], "forces_ev_per_a": [[-0.4513, -1.0971, -0.5903], [3.9874, 1.9535, -1.6596], [-0.4772, 0.9863, -0.1618], [2.2068, 0.0312, 1.4779], [-3.4462, -1.1462, -0.5338], [-1.4285, 0.9400, 0.2892], [-0.0874, -0.6558, 0.4480], [-0.1703, -0.2914, 0.3196], [-0.5021, -0.4579, -0.4201], [0.3806, -0.3966, 0.4289], [0.0696, 0.0521, 1.0139], [1.0015, 1.0581, 0.2073], [-0.9787, -1.7388, -0.9874], [0.4989, 0.7098, 0.2123], [-0.1169, -0.2073, 0.1500], [-0.4862, 0.2598, -0.1939]]}



No. 7
{"formula": "C4H10NO", "method": "the ωB97M-V functional and the def2-TZVPD basis", "spin_multiplicity": 3, "s2": 2.006, "mol_weight_g_mol": 88.13, "gap_ev": [7.19, 7.36], "homo_ev": [-10.102, -16.424], "e_above_lowest_kj_mol": 357.0, "total_charge": 1, "total_energy_ha": -287.840705, "elements": ["C", "C", "C", "C", "N", "O", "H", "H", "H", "H", "H", "H", "H", "H", "H", "H"], "xyz": [[-0.598, -1.639, 0.030], [-0.658, 0.319, -0.339], [-1.197, 1.692, 0.100], [1.852, -0.280, -0.027], [0.518, -0.354, 0.457], [-1.565, -0.725, 0.027], [-0.241, -1.805, -0.955], [-0.749, -2.619, 0.614], [-0.354, 0.226, -1.348], [-2.033, 1.900, -0.746], [-0.402, 2.472, 0.234], [-1.660, 1.734, 1.098], [1.919, -0.170, -1.147], [2.243, 0.590, 0.380], [2.427, -1.147, 0.192], [0.498, -0.194, 1.430]], "forces_ev_per_a": [[-4.1749, -10.3735, 1.5461], [1.6694, 2.0446, 3.6652], [-0.7980, 0.4815, -1.2851], [-0.2650, -0.6320, -3.0373], [1.0211, 7.1738, -1.7187], [0.2135, 0.5261, -0.3014], [0.8928, -0.3555, -1.2286], [-0.4314, 1.6744, -1.1133], [-0.0700, 0.1996, -1.1995], [2.0311, 0.0687, 2.0918], [-0.6443, -0.6573, -1.0927], [-0.1765, -0.7647, -0.4254], [-0.4290, -0.0949, 1.0671], [1.3536, 1.5486, 0.9152], [0.4816, -0.7950, 0.6239], [-0.6739, -0.0444, 1.4929]]}